No. 1
DFT (ωB97M-V/def2-TZVPD) results for a structure of composition C40H62NPtSSb2SeSi5Te.

Structure (XYZ):
```
114
Properties=species:S:1:pos:R:3:forces:R:3
Pt 0.2113 0.7435 -0.4300 0.1489 0.4898 -0.0519
C 2.7228 1.8105 2.3875 -0.1354 -0.0025 0.2993
C 3.9111 1.1142 1.7476 0.0688 -0.0159 -0.1789
C 3.7297 0.8245 0.2487 -0.0180 -0.1540 0.1715
Sb 3.3447 -1.2420 -0.2305 0.1612 -0.3404 0.4004
C 5.4423 -1.7343 -0.2105 0.0433 0.1002 -0.0549
C 6.3526 -1.1719 -1.1033 0.0379 -0.0116 0.0103
C 7.7042 -1.4724 -1.0251 0.0355 0.0034 -0.0201
C 8.1692 -2.3404 -0.0450 0.0068 -0.0035 0.0036
C 7.2761 -2.9075 0.8506 0.0035 0.0006 -0.0056
C 5.9214 -2.6075 0.7622 -0.0006 -0.0035 -0.0060
C 3.2271 -0.9317 -2.3431 -0.0124 0.0409 0.0487
C 2.5941 0.1958 -2.8577 0.0092 -0.0141 -0.0320
C 2.4279 0.3584 -4.2255 -0.0365 -0.1224 -0.1486
C 2.8997 -0.6092 -5.0998 0.0149 -0.0166 0.0092
C 3.5379 -1.7370 -4.6001 0.0038 0.0161 -0.0111
C 3.6968 -1.8967 -3.2309 -0.0100 -0.0311 -0.0113
Sb 0.7009 1.2396 3.0284 -0.0868 -0.0303 0.1966
C 0.0127 -0.8081 2.9998 -0.0452 0.1423 0.0022
C 0.6670 -2.0130 2.7847 0.0875 0.0581 0.0417
C 0.0177 -3.2235 2.9844 0.0227 -0.0563 0.0786
C -1.2984 -3.2485 3.4194 0.0052 0.0301 0.0212
C -1.9644 -2.0527 3.6428 -0.0007 -0.0509 0.0052
C -1.3151 -0.8457 3.4268 -0.0408 -0.0301 -0.0344
C 1.4010 0.8915 5.0684 0.1027 0.0811 -0.1197
C 2.2724 -0.1574 5.3628 -0.0027 -0.0284 -0.0019
C 2.7709 -0.3388 6.6446 0.0052 -0.0194 0.0113
C 2.3992 0.5272 7.6662 -0.0086 0.0041 -0.0087
C 1.5282 1.5703 7.3934 -0.0021 -0.0126 0.0105
C 1.0386 1.7480 6.1030 -0.0401 0.0497 -0.0026
H 2.4730 2.6764 1.7701 -0.0567 -0.0201 0.0110
H 3.0287 2.1881 3.3686 0.0675 0.0479 -0.0290
H 4.2557 0.2450 2.3217 -0.1607 -0.0536 -0.0806
H 4.7284 1.8416 1.8324 0.0934 -0.0899 0.0020
H 4.6485 1.0509 -0.2933 -0.0635 -0.0492 0.0204
H 2.9446 1.4714 -0.1597 0.1045 -0.2066 0.1578
H 6.0015 -0.4946 -1.8748 0.0038 0.0097 -0.0082
H 8.3974 -1.0283 -1.7292 0.0132 0.0031 -0.0052
H 9.2248 -2.5739 0.0178 0.0067 -0.0010 -0.0004
H 7.6308 -3.5858 1.6169 0.0050 -0.0065 0.0044
H 5.2311 -3.0649 1.4631 -0.0190 -0.0026 0.0016
H 2.2215 0.9719 -2.1939 -0.0563 -0.0280 -0.0059
H 1.9223 1.2386 -4.6057 0.0612 -0.3501 -0.1153
H 2.7673 -0.4871 -6.1674 -0.0039 -0.0017 -0.0119
H 3.9057 -2.4985 -5.2772 0.0013 0.0043 -0.0036
H 4.1930 -2.7854 -2.8544 -0.0162 0.0096 0.0027
H 1.6908 -2.0292 2.4418 0.1394 0.0245 -0.1015
H 0.5427 -4.1472 2.7789 -0.0144 0.0165 0.0099
H -1.8070 -4.1934 3.5661 0.0044 -0.0034 -0.0018
H -2.9942 -2.0567 3.9786 -0.0019 -0.0011 0.0084
H -1.8614 0.0790 3.5939 0.0239 -0.0155 -0.0258
H 2.5573 -0.8566 4.5826 0.0072 0.0228 0.0226
H 3.4466 -1.1611 6.8500 -0.0050 0.0058 -0.0016
H 2.7843 0.3850 8.6686 -0.0004 0.0004 -0.0017
H 1.2275 2.2477 8.1841 0.0007 0.0001 -0.0030
H 0.3590 2.5713 5.9061 0.0108 0.0002 -0.0044
C 3.9377 3.3591 -1.4754 0.0607 0.0877 -0.1227
Si 2.1786 3.9763 -1.7090 -0.0600 -0.0139 -0.3018
C 1.7562 3.7492 -3.5254 -0.0191 -0.0868 0.0200
C 2.1587 5.8073 -1.2901 0.0106 -0.0273 0.0174
Se 0.5632 3.1516 -0.3593 -0.0399 0.0208 0.1886
H 4.5929 4.0185 -2.0533 0.0141 0.0290 -0.0224
H 4.0757 2.3399 -1.8445 0.0021 0.2432 -0.0469
H 4.2586 3.3889 -0.4324 -0.0135 0.0469 -0.0428
H 2.4060 4.3544 -4.1643 0.0210 -0.0075 0.0063
H 0.7192 4.0324 -3.7103 -0.0130 0.0296 -0.0057
H 1.8739 2.7018 -3.8198 -0.0508 0.5107 0.2008
H 2.8008 6.3623 -1.9796 0.0090 -0.0018 0.0075
H 2.5208 5.9752 -0.2738 -0.0071 0.0052 0.0016
H 1.1471 6.2101 -1.3573 -0.0011 -0.0019 -0.0117
S 0.2302 -4.0468 -0.3157 0.3538 0.1506 -0.0882
C 0.2268 -2.4247 -0.3063 -0.2167 -0.0940 -0.2020
N 0.2197 -1.2547 -0.3310 -0.4444 -0.2456 -0.0908
C -4.9551 2.8188 -2.6436 -0.0053 -0.0155 0.0087
Si -4.8253 0.9494 -2.8423 0.0119 -0.0284 -0.0081
C -3.6840 0.5849 -4.2959 -0.0122 0.0073 0.0208
C -6.5615 0.3299 -3.2706 0.0420 0.0246 -0.0191
Si -3.9859 -0.0903 -0.9028 -0.0511 -0.0229 -0.2223
Te -2.2079 1.4988 -0.1034 0.0216 -0.0361 0.1414
Si -3.5162 -2.3301 -1.3907 0.2148 -0.0340 -0.0230
C -5.0654 -3.0809 -2.1758 0.0350 0.0043 0.0035
C -3.1014 -3.2615 0.1791 -0.1724 0.0548 0.0149
C -2.1207 -2.4349 -2.6467 -0.0076 0.0731 0.0260
Si -5.6313 0.1631 0.7495 -0.0138 -0.0215 0.0187
C -4.9495 -0.1197 2.4743 0.0170 0.0406 -0.0309
C -6.3255 1.9179 0.6735 0.0146 -0.0192 0.0123
C -7.0532 -1.0488 0.4699 0.0199 0.0382 0.0264
H -4.9861 3.2913 -3.6295 -0.0314 -0.0017 -0.0031
H -4.1027 3.2319 -2.1017 0.0201 -0.0221 -0.0096
H -5.8673 3.0924 -2.1091 0.0178 0.0090 0.0188
H -3.9115 1.2409 -5.1405 -0.0150 -0.0050 -0.0042
H -3.7920 -0.4487 -4.6316 0.0114 -0.0052 0.0066
H -2.6388 0.7401 -4.0189 0.0045 0.0053 0.0091
H -6.9261 0.8388 -4.1682 -0.0045 -0.0144 -0.0037
H -7.2631 0.5467 -2.4615 0.0009 0.0059 0.0061
H -6.5871 -0.7455 -3.4575 0.0199 0.0026 0.0125
H -5.9888 -2.7833 -1.6772 0.0020 0.0003 0.0374
H -4.9961 -4.1717 -2.1307 -0.0003 0.0001 -0.0268
H -5.1429 -2.7950 -3.2275 -0.0074 0.0166 0.0065
H -3.8773 -3.1381 0.9401 -0.0454 0.0054 -0.0335
H -2.1601 -2.9125 0.6011 -0.0515 0.0101 0.0529
H -2.9918 -4.3279 -0.0349 0.0402 0.0133 0.0222
H -2.4642 -2.1278 -3.6368 -0.0257 0.0037 0.0091
H -1.7388 -3.4559 -2.7112 -0.0214 -0.0271 0.0038
H -1.2797 -1.7939 -2.3676 -0.1099 -0.0391 -0.0177
H -4.1274 0.5714 2.6733 0.0026 -0.0233 0.0024
H -4.5655 -1.1343 2.5907 0.0024 -0.0012 -0.0224
H -5.7305 0.0464 3.2217 -0.0045 -0.0142 0.0059
H -5.5408 2.6528 0.4812 0.0101 -0.0066 0.0230
H -6.8025 2.1807 1.6216 -0.0352 -0.0150 -0.0076
H -7.0721 2.0137 -0.1185 0.0169 0.0050 -0.0208
H -6.7162 -2.0814 0.5833 0.0112 -0.0045 -0.0005
H -7.4878 -0.9442 -0.5264 0.0110 -0.0009 -0.0059
H -7.8459 -0.8738 1.2033 -0.0016 0.0048 -0.0001
```
Forces are in eV/Å.

## Properties
HOMO-LUMO gap (alpha / beta) ... 5.9 / 5.9 eV
Calculated total energy ... -6731.2704 Eh
Total charge ... -1
E_HOMO (alpha / beta) ... -4.69 / -4.69 eV
Energy above the lowest of the compared OMol25 structures with the same formula, charge and spin ... 0.0 kJ/mol

No. 2
DFT (ωB97M-V/def2-TZVPD) results for a cluster of 6 separate species, C40H63F3INO9 in total in a non-equilibrium geometry.

Structure (XYZ):
```
117
Properties=species:S:1:pos:R:3:forces:R:3
C 1.4788 -0.9489 -2.3097 -0.8070 -1.3066 -0.8088
C 1.0349 -2.2707 -2.6118 1.5373 1.9502 1.3838
N -0.3527 -2.6823 -2.9149 1.2980 -0.4174 -1.7347
C -0.2348 -2.9927 -4.3832 -0.3683 -0.7873 -1.4477
O 0.0614 -4.0900 -4.8960 -0.9387 4.4835 2.0038
C -0.5910 -1.5715 -5.0134 -1.3540 4.0216 -1.5381
C -0.3194 -0.9413 -6.3990 -1.5551 1.2838 2.6199
C -0.7846 0.5290 -6.6574 0.0860 -1.6036 2.2409
C -0.4471 1.1036 -8.1222 -0.4364 -0.3325 -0.1517
F 0.0588 0.1059 -8.9983 -1.0619 2.3121 2.0594
F -1.7014 1.5149 -8.6967 3.1824 -0.3404 0.9743
F 0.5075 2.1532 -8.1064 -2.6612 -2.4312 -0.3405
C -1.5283 1.4053 -5.5765 0.6880 -3.1557 0.8168
C -1.9297 2.9168 -5.9047 -0.3334 -0.7589 0.1806
O -0.7063 3.6868 -6.0244 0.3208 0.0074 1.9151
C -0.0884 3.8964 -4.7606 2.4728 0.7672 4.3213
C -0.7688 4.7135 -3.5970 2.4629 -1.2126 -0.2554
C -0.0910 4.9858 -2.2318 1.5903 -1.8776 -2.3451
C 1.3271 4.4513 -1.9083 -1.9248 -0.8713 -4.0470
C 2.0445 3.6352 -3.0418 -3.5680 1.6590 0.0239
C 1.3529 3.3646 -4.4272 -1.1307 1.4580 2.1971
C -1.8409 0.7607 -4.1742 2.0969 -1.9773 -2.3069
C -2.6061 1.5098 -2.9925 -0.5813 -1.5307 -1.1675
C -4.0814 1.8932 -3.5479 -1.2983 4.3614 2.8456
O -4.6943 2.8800 -3.0577 2.6419 -4.3888 -2.1740
I -5.0780 0.7977 -5.1669 0.5777 0.3192 0.7082
C -1.3552 -0.6903 -3.9784 1.0323 -0.4534 -2.0331
C -1.4219 -1.6843 -2.7371 -1.5831 1.8247 1.4016
O -2.2331 -1.6926 -1.7906 3.0492 -0.1155 -3.4435
H 1.2346 -0.0402 -2.9802 -0.7280 -1.3497 1.8786
H 2.1546 -0.7726 -1.4059 -0.0848 -0.5213 -2.0560
H 1.8456 -3.0904 -2.6712 -1.9914 0.7753 1.0156
H 0.2235 -1.5795 -7.1835 -0.9946 1.3964 1.2007
H -2.5287 2.9455 -6.8836 1.2657 0.0829 1.3309
H -2.5744 3.4219 -5.1099 0.7403 -1.1618 -0.8712
H -1.8183 5.1117 -3.8287 1.7381 -0.5063 0.6353
H -0.6731 5.5910 -1.4589 0.9528 -0.9987 -1.2639
H 1.8083 4.6360 -0.8893 -0.7753 -0.3323 -1.7608
H 3.0908 3.2478 -2.8000 -1.6998 0.4932 -0.7159
H 1.9863 2.7658 -5.1712 -1.3328 1.0364 1.0214
H -2.7889 0.7502 -2.1379 0.3109 1.1440 -1.4222
H -2.0563 2.4080 -2.5550 -0.8807 -1.0101 -0.8892
C -8.3530 2.0996 -9.5097 0.0960 -0.0788 -0.0810
C -8.0657 3.0198 -8.3348 0.0084 -0.0549 -0.0893
O -6.6986 3.0339 -7.9455 0.0823 -0.0713 0.1754
C -5.7659 3.4600 -8.9301 -0.0840 0.0433 -0.0257
C -6.0094 4.8757 -9.4238 -0.0908 0.1039 0.0247
H -8.0437 1.0756 -9.2776 -0.0727 0.1071 0.0051
H -9.4213 2.1007 -9.7418 0.0831 -0.0068 0.0520
H -7.8162 2.4065 -10.4090 -0.0813 0.0412 -0.0126
H -8.6320 2.6702 -7.4680 0.2369 0.0460 0.0608
H -8.4117 4.0379 -8.5386 -0.0079 0.0126 -0.0855
H -5.7458 2.7497 -9.7633 -0.0244 0.0478 -0.0611
H -4.7775 3.4139 -8.4628 -0.1847 -0.0984 0.1251
H -6.9825 4.9787 -9.9078 0.0711 -0.0282 -0.0690
H -5.2427 5.1625 -10.1477 -0.0355 -0.0327 0.0608
H -5.9832 5.5811 -8.5885 0.0387 -0.0674 -0.0596
C -1.7923 -0.1017 0.9911 -0.1145 0.1067 -0.0489
C -0.8120 1.0253 1.2684 -0.0653 -0.1550 0.0087
O -1.2147 2.2764 0.7221 0.0770 0.1636 -0.1816
C -2.4529 2.7982 1.1862 0.0387 -0.0442 0.0430
C -2.4862 3.0374 2.6859 0.0772 -0.0307 0.1144
H -1.9412 -0.2207 -0.0861 0.0735 -0.0315 0.2284
H -1.4168 -1.0432 1.4005 0.0317 0.0780 -0.0950
H -2.7704 0.0894 1.4369 0.0261 -0.0392 0.0771
H 0.1468 0.7777 0.8060 -0.0649 0.2030 -0.0415
H -0.6199 1.1253 2.3415 -0.0501 -0.0141 0.0485
H -3.2775 2.1495 0.8720 -0.0346 -0.0329 0.0836
H -2.6002 3.7531 0.6727 0.1783 -0.1372 -0.0740
H -2.3511 2.1131 3.2508 -0.0978 0.0145 -0.0246
H -3.4443 3.4731 2.9797 0.0626 -0.0159 -0.0408
H -1.6855 3.7213 2.9813 -0.0789 -0.0216 -0.0483
C 1.1434 -4.3374 1.7705 -0.1369 0.0099 0.0720
C 2.1397 -3.2376 1.4439 -0.0650 -0.0621 0.0832
O 1.7773 -1.9682 1.9709 -0.0590 0.1926 -0.2031
C 1.6495 -1.8839 3.3849 0.1059 -0.0160 0.0786
C 2.9273 -2.2268 4.1308 0.0631 -0.0523 -0.1023
H 0.1481 -4.0742 1.3984 0.1253 -0.0378 -0.0209
H 1.4528 -5.2802 1.3116 -0.0258 0.0934 0.0033
H 1.0566 -4.5027 2.8458 0.0789 -0.0548 -0.0179
H 2.1902 -3.1206 0.3581 -0.0494 0.2061 0.0895
H 3.1479 -3.5097 1.7719 -0.0023 -0.0584 0.0729
H 0.8148 -2.5056 3.7259 0.0357 -0.0686 0.0314
H 1.3747 -0.8492 3.6113 -0.0095 -0.0611 -0.2571
H 3.2456 -3.2542 3.9470 -0.0419 0.0225 0.1588
H 2.7823 -2.1087 5.2073 0.0232 -0.0402 -0.0725
H 3.7425 -1.5703 3.8135 -0.0810 -0.0141 0.0409
C 4.1154 -6.8027 5.8462 -0.1181 -0.0068 0.0727
C 5.1130 -5.7035 5.5202 -0.0857 -0.0100 0.0833
O 4.7506 -4.4339 6.0457 -0.0092 0.0794 -0.1703
C 4.6206 -4.3483 7.4597 0.0281 0.0748 0.0559
C 5.8977 -4.6911 8.2071 0.1209 -0.0720 -0.0557
H 3.1208 -6.5392 5.4726 0.1202 -0.0340 -0.0052
H 4.4250 -7.7460 5.3884 -0.0247 0.0913 0.0076
H 4.0269 -6.9673 6.9214 0.0646 -0.0555 -0.0252
H 5.1653 -5.5872 4.4346 -0.0216 0.2050 0.0957
H 6.1205 -5.9761 5.8499 -0.0014 -0.0703 0.0566
H 3.7851 -4.9693 7.8002 0.0446 -0.0805 0.0358
H 4.3466 -3.3136 7.6856 0.0119 -0.0844 -0.1982
H 6.2161 -5.7194 8.0241 -0.0504 -0.0063 0.0866
H 5.7513 -4.5718 9.2834 -0.0087 0.0256 -0.0793
H 6.7133 -4.0351 7.8901 -0.0920 -0.0089 0.0475
C 2.2922 -0.5630 11.0656 -0.1028 0.0679 -0.0853
C 3.6007 -1.2266 10.6697 -0.0846 0.0713 0.0058
O 3.8683 -1.1673 9.2748 0.0285 -0.1902 -0.1150
C 3.9757 0.1318 8.7067 0.0415 0.0462 0.0306
C 5.0849 0.9709 9.3173 0.0894 -0.0253 0.1178
H 1.4547 -1.0187 10.5280 0.0990 0.0090 0.0873
H 2.1208 -0.6700 12.1400 0.0217 -0.0232 -0.0934
H 2.2884 0.5030 10.8319 0.0321 -0.0012 0.0890
H 3.5504 -2.2864 10.9317 0.0769 0.0268 -0.2245
H 4.4402 -0.8090 11.2342 -0.0200 0.0782 0.0288
H 3.0124 0.6494 8.7639 0.0181 0.0542 0.0637
H 4.1855 -0.0106 7.6424 -0.0546 -0.2062 0.1407
H 4.9229 1.1515 10.3817 -0.0429 0.0780 -0.0544
H 5.1459 1.9409 8.8180 -0.0103 -0.0783 0.0129
H 6.0481 0.4633 9.2147 -0.0814 0.0447 -0.0390
```
Forces are in eV/Å.

## Properties
HOMO-LUMO gap ... 7.5 eV
Calculated total energy ... -2890.6298 Eh
Total charge ... 0
E_HOMO ... -8.81 eV
SMILES ... C=CN1C(=O)c2cc(C(F)(F)F)c(COc3ccccc3)c(CC(=O)I)c2C1=O.CCOCC.CCOCC.CCOCC.CCOCC.CCOCC